Molecular formula: C11H14N8O4Si
Method: DFT, ωB97M-V with the def2-TZVPD basis set

Each line ends with the Löwdin charge.
Element x y z (Å)
O  -2.876  1.683  2.147  0.0591
N  -1.645  1.825  2.136  -0.3353
O  -1.085  2.897  2.482  0.0121
C  -0.729  0.761  1.730  -0.0926
C  0.637  1.020  1.538  0.0892
C  1.540  0.010  1.234  -0.1286
N  2.952  0.144  1.259  -0.3253
O  3.487  1.272  1.365  0.0358
O  3.617  -0.933  1.268  -0.0066
C  1.210  -1.420  1.082  -0.1981
N  -0.248  -1.507  1.059  -0.0147
N  -0.919  -2.674  0.786  0.0330
N  -2.186  -2.432  1.011  -0.0382
N  -2.378  -1.177  1.474  0.0728
C  -1.164  -0.582  1.471  -0.2255
H  1.030  2.036  1.618  0.1392
H  1.601  -2.008  1.918  0.1669
C  2.910  -1.244  -4.646  -0.1624
Si  2.169  -2.810  -4.006  0.5149
C  0.475  -3.212  -4.630  -0.1615
C  3.309  -4.231  -4.348  -0.1762
N  2.122  -2.650  -2.166  -0.0323
C  1.469  -1.784  -1.345  -0.0127
N  1.778  -2.053  -0.074  0.0020
C  2.662  -3.137  -0.055  0.0047
C  2.872  -3.500  -1.328  -0.0462
H  2.888  -1.291  -5.743  0.0455
H  2.364  -0.352  -4.319  0.0397
H  3.955  -1.151  -4.323  0.0473
H  0.526  -3.210  -5.728  0.0460
H  0.157  -4.211  -4.306  0.0468
H  -0.283  -2.485  -4.317  0.0403
H  3.370  -4.334  -5.441  0.0506
H  4.319  -4.052  -3.960  0.0449
H  2.936  -5.175  -3.931  0.0462
H  0.824  -0.979  -1.669  0.1695
H  3.083  -3.454  0.873  0.1365
H  3.498  -4.288  -1.717  0.1132

Computed properties:
HOMO level = -8.1 eV
charge = 0
Kohn-Sham gap = 7.4 eV

---

Molecular formula: C11H14NP
Method: DFT, ωB97M-V with the def2-TZVPD basis set

Each line ends with the Löwdin charge.
Element x y z (Å)
C  -3.165  2.946  -0.672  -0.1028
C  -2.510  2.538  -1.831  -0.0791
C  -2.678  2.655  0.571  -0.0576
C  -1.432  1.648  -1.817  -0.0108
C  -1.621  1.725  0.603  -0.1260
C  -0.996  1.266  -0.518  -0.3246
C  1.091  -0.343  -0.211  -0.1202
C  -0.105  0.184  -0.159  -0.0005
C  4.055  -2.333  0.518  -0.1033
C  1.581  -1.713  0.124  -0.2084
C  2.741  -1.866  1.117  -0.2368
N  -1.602  -1.477  0.609  -0.3710
P  -2.966  -0.970  0.108  0.7030
H  -4.019  3.589  -0.871  0.1071
H  -2.995  2.907  -2.681  0.0835
H  -3.146  2.998  1.455  0.0965
H  -0.670  1.605  -2.579  0.1122
H  -1.072  1.565  1.423  0.0790
H  1.933  0.472  -0.102  0.1601
H  4.187  -3.335  0.721  0.0496
H  4.950  -1.953  0.872  0.0544
H  4.017  -2.340  -0.499  0.0366
H  2.008  -2.088  -0.839  0.1230
H  0.647  -2.108  0.515  0.0688
H  2.467  -2.563  1.898  0.0961
H  3.000  -0.895  1.678  0.1261
H  -3.700  -2.112  0.567  -0.1548

Computed properties:
HOMO level (spin up / spin down) = -7.4 / -8.1 eV
charge = 0
Kohn-Sham gap (spin up / spin down) = 7.0 / 7.7 eV

---

Molecular formula: C11H14OSi
Method: DFT, ωB97M-V with the def2-TZVPD basis set

Each line ends with the Löwdin charge.
Element x y z (Å)
C  -5.033  0.274  0.441  -0.0412
C  -4.015  0.033  1.360  -0.0749
C  -4.752  0.500  -1.020  -0.0099
C  -2.640  0.064  1.020  -0.0073
C  -3.458  0.564  -1.295  -0.1543
C  -2.435  0.338  -0.282  -0.1839
C  -2.311  0.817  -2.363  0.0980
C  -1.460  0.571  -1.332  0.2120
C  1.803  -2.057  -1.033  -0.1868
C  1.135  -0.378  1.467  -0.1596
C  3.530  0.209  -0.282  -0.1725
O  1.009  0.704  -1.330  -0.2371
Si  1.768  -0.267  -0.399  0.2012
H  -6.083  0.142  0.580  0.0845
H  -4.185  -0.019  2.446  0.1107
H  -5.628  0.674  -1.691  0.1234
H  -1.806  0.016  1.679  0.0862
H  -2.455  0.859  -3.438  0.1101
H  2.856  -2.288  -1.116  0.0004
H  1.156  -2.854  -0.430  0.0655
H  1.300  -2.005  -2.041  0.0288
H  0.163  0.107  1.761  -0.0016
H  0.839  -1.460  1.525  0.0179
H  1.961  -0.099  2.096  -0.0004
H  3.900  1.096  0.261  0.0484
H  3.910  -0.637  0.201  0.0052
H  3.914  0.335  -1.290  0.0374

Computed properties:
HOMO level (spin up / spin down) = -8.8 / -8.8 eV
charge = 0
Kohn-Sham gap (spin up / spin down) = 6.6 / 6.6 eV

---

Molecular formula: C11H15BN6O2Zr
Method: DFT, ωB97M-V with the def2-TZVPD basis set

Each line ends with the Löwdin charge.
Element x y z (Å)
H  -4.134  -0.517  0.342  0.1342
N  -2.107  -0.908  -0.143  -0.1586
B  0.260  -1.995  -0.300  -0.4198
N  -1.320  -2.067  -0.202  -0.0054
C  -2.125  -3.117  -0.013  0.0181
Zr  -1.068  0.926  -0.368  2.0809
H  -1.705  -4.112  -0.065  0.1545
C  -3.442  -2.676  0.229  0.0276
H  -4.300  -3.286  0.442  0.1258
C  -3.391  -1.281  0.158  -0.0443
H  0.726  -3.109  -0.348  0.1364
C  1.788  3.897  1.636  -0.0268
H  1.194  4.746  1.265  0.0360
H  1.347  2.983  1.228  -0.0366
H  2.836  3.973  1.375  0.0361
N  0.741  -1.221  0.986  -0.0515
N  0.858  -1.148  -1.501  -0.0219
N  0.357  0.076  1.293  -0.1058
N  0.493  0.180  -1.708  -0.1448
C  1.590  -1.681  1.911  -0.0149
C  1.830  -1.460  -2.366  0.0020
H  2.016  -2.664  1.798  0.1449
H  2.246  -2.457  -2.382  0.1512
C  1.751  -0.696  2.882  0.0027
C  2.113  -0.349  -3.168  0.0144
C  0.961  0.397  2.473  -0.0743
C  1.263  0.670  -2.731  -0.0491
H  2.383  -0.778  3.760  0.1245
H  2.843  -0.309  -3.954  0.1232
H  0.831  1.343  2.965  0.1110
H  1.176  1.700  -3.051  0.1320
H  1.625  3.817  2.696  0.0189
O  -2.384  2.569  -0.038  -0.1514
C  -2.436  2.821  -1.311  -0.3360
O  -1.722  2.117  -2.102  -0.1138
H  -3.093  3.619  -1.689  0.1807

Computed properties:
HOMO level = -16.1 eV
charge = +2
Kohn-Sham gap = 7.5 eV

---

Look up the charge of the second one.
0

---

Look up the charge of the third one.
0